1.
87
Properties=species:S:1:pos:R:3:forces:R:3 method="wB97M-V/def2-TZVPD" lumo_ev=-1.312 homo_lumo_gap_ha=0.3055 e_homo_ev=-9.62 smiles="O=P(O)(O)P(Cl)CCC(F)(F)C(F)(F)C(F)(F)C(F)(F)C(F)(F)C(F)(F)C(F)(F)C(F)(F)F.O=C1c2ccccc2C(=O)c2ccccc21.O=C1c2ccccc2C(=O)c2ccccc21"
F -7.2051 -4.1146 6.1424 0.2 0.1 -0.4
H -1.8573 -4.0367 6.9466 0.0 0.0 -0.1
F -5.0092 -4.1737 3.3912 -0.1 0.1 0.3
C 5.8618 -2.4576 -8.5813 0.0 -0.1 -0.1
P 1.8722 -1.1855 5.4094 0.3 0.1 0.4
C 5.6511 -1.1093 -8.3201 0.0 0.1 0.0
O 2.4719 -1.4154 6.7299 -0.1 0.0 -0.4
F -7.5746 -2.2821 3.2697 0.0 0.1 0.1
C 5.1333 0.7705 -6.6735 0.0 0.0 -0.1
H 6.2544 -3.9322 -10.0809 0.0 0.0 0.0
H 0.7343 3.5362 3.1731 0.0 0.0 0.0
F -5.5636 -5.7981 4.7312 0.1 0.2 -0.1
C 4.9596 3.0454 -7.4551 0.0 0.1 0.1
C 6.0911 -2.8818 -9.8789 0.0 0.0 0.0
C 1.6315 2.4202 -2.9362 0.0 -0.1 -0.1
H 0.7953 6.8010 -0.5394 0.0 0.0 0.0
O 5.3749 -1.4781 -6.0063 0.0 0.0 0.0
C -6.8305 -3.8648 4.8666 -0.2 -0.1 0.0
C 1.4701 1.9424 -0.5795 0.0 0.0 0.0
C 4.6111 2.5352 -5.1309 0.0 0.0 0.0
C 0.5331 6.5196 1.5766 0.0 0.0 0.0
C -7.0199 -2.3413 4.4923 0.1 0.1 0.0
H 2.0369 0.3606 3.8806 0.1 0.1 0.0
H -2.3459 -2.3548 6.7419 0.0 -0.2 0.0
F -5.8235 -1.7211 4.4328 0.0 -0.2 0.1
H 5.8424 -3.1621 -7.7615 0.0 0.0 0.0
H 0.3134 5.9326 3.6302 0.0 0.0 0.0
H -0.3898 -3.3649 4.6635 0.1 -0.1 0.1
Cl -0.5435 -0.3433 7.2121 -0.1 0.1 0.2
C -9.0028 0.2276 3.7905 0.1 -0.2 0.1
C 1.2447 4.3159 -1.3826 0.0 0.1 -0.1
C 6.1107 -1.9617 -10.9217 0.0 0.0 0.0
C -7.9217 -1.5546 5.4843 0.1 0.0 0.1
C 5.4717 1.2707 -9.1143 0.0 0.0 -0.1
C 1.8396 1.0751 -3.1902 0.0 0.0 0.0
C 1.6850 0.5942 -0.8395 0.0 -0.1 -0.1
F -4.0474 -5.1619 6.4806 -0.1 0.4 -0.2
C 0.5114 5.6004 2.6198 0.0 0.0 0.0
C 0.7438 4.2590 2.3692 0.0 0.1 0.1
O 1.2733 5.1164 -2.2927 0.0 0.0 0.0
C -4.2833 -4.0680 5.7108 0.0 -0.1 0.2
H 4.3784 2.8603 -4.1251 0.0 0.0 0.0
F -9.8791 -0.7283 3.5044 -0.1 -0.2 0.1
H 1.9811 0.7360 -4.2082 0.0 0.0 0.0
F -8.1528 0.3475 2.7840 0.3 -0.1 -0.2
H 3.0755 -2.5990 4.3710 -0.2 -0.1 -0.1
F -9.0121 0.3824 6.1362 0.2 -0.1 -0.2
F -7.6496 -4.5647 4.0502 0.2 0.1 0.3
C 5.3878 -0.6780 -6.9178 0.0 0.0 0.0
H 5.0081 3.7539 -8.2703 0.0 0.0 0.0
C -5.3955 -4.4617 4.6519 0.0 -0.2 0.0
C -8.2374 -0.0645 5.1226 -0.1 -0.1 0.1
H 6.2858 -2.2967 -11.9355 0.0 0.0 0.0
C 4.8454 1.1944 -5.3823 0.0 0.1 0.1
H 0.2332 -3.2502 6.3277 0.0 0.0 -0.1
F -7.0900 0.6367 5.1111 -0.2 -0.1 0.0
F -9.6627 1.3652 3.9148 -0.2 0.4 0.1
F -4.7506 -3.0935 6.5361 0.1 -0.2 -0.4
H 0.3562 7.5681 1.7762 0.0 0.0 0.0
O 2.4266 0.1512 4.7446 -0.2 0.1 -0.1
H 4.8061 0.4652 -4.5843 0.0 0.0 0.0
H 5.9237 0.1098 -11.4673 0.0 0.0 0.0
P -0.3232 -1.0881 5.3196 0.0 -0.1 -0.3
C 1.8713 0.1621 -2.1419 0.0 0.0 0.0
C -0.5371 -2.8962 5.6392 -0.3 0.0 0.3
O 5.5299 2.0775 -10.0171 0.0 0.0 0.0
C 1.4497 2.8602 -1.6319 0.0 0.0 0.1
H 4.4912 4.5098 -5.9655 0.0 0.0 0.0
O 1.2957 1.5910 1.7454 0.1 -0.1 0.2
H 2.0403 -0.8875 -2.3433 0.0 0.0 0.0
F -9.0880 -2.2085 5.6347 0.1 0.0 0.0
C 0.7786 6.0971 0.2811 0.0 0.1 0.1
C 5.1867 1.6992 -7.7147 0.0 0.0 0.0
C 0.9934 3.8293 1.0715 0.0 0.0 0.0
C 5.9073 -0.6164 -10.6665 0.0 -0.1 -0.1
C -1.9309 -3.2242 6.2231 0.1 0.1 -0.2
C 1.0043 4.7513 0.0224 0.0 -0.1 0.0
F -7.2829 -1.5068 6.6710 -0.1 0.0 -0.1
C 5.6787 -0.1845 -9.3659 0.0 0.0 0.1
H 1.7034 -0.1057 -0.0158 0.0 0.0 0.0
C -2.9070 -3.6244 5.1378 -0.1 0.0 -0.2
F -3.0883 -2.5841 4.2697 0.0 -0.3 0.3
C 1.2575 2.3847 0.8264 0.0 0.0 0.0
O 2.1389 -2.3431 4.3243 0.2 0.1 0.0
F -2.4291 -4.6843 4.4083 -0.2 0.4 0.2
H 1.6088 3.1366 -3.7461 0.0 0.1 0.0
C 4.6718 3.4620 -6.1663 0.0 0.0 0.0



2.
11
Properties=species:S:1:pos:R:3:forces:R:3 method="wB97M-V/def2-TZVPD" lumo_ev=1.282 homo_lumo_gap_ha=0.3887 relative_energy_kcal_mol=28.4 e_homo_ev=-9.30 smiles=CN1CC1
C -0.8265 0.8737 -0.2355 -0.8 1.7 -0.3
H 0.8191 -0.5325 1.4358 0.5 0.4 -1.5
C 1.2846 -0.2340 0.4193 0.2 0.9 0.8
H -1.1581 1.5968 -0.9926 0.1 -0.3 0.4
H -1.0722 -1.1321 0.4086 -0.3 -0.8 0.7
H 2.0136 -1.0049 0.1001 -0.8 0.2 0.0
H -0.9086 1.2410 0.7918 0.1 -0.2 -0.2
N 0.2999 0.1052 -0.6314 1.3 -1.2 0.7
H -1.3700 -1.0362 -1.4038 -0.1 0.7 0.8
H 1.9106 0.6806 0.5835 -0.5 -0.7 0.1
C -0.9925 -0.5575 -0.4759 0.3 -0.8 -1.5



3.
13
Properties=species:S:1:pos:R:3:forces:R:3 method="wB97M-V/def2-TZVPD" lumo_ev=0.814 homo_lumo_gap_ha=0.3328 relative_energy_kcal_mol=87.0 e_homo_ev=-8.24
C 1.7563 0.6563 -0.0446 0.0 0.3 0.0
C 1.5664 -0.7513 0.2640 -0.2 -0.1 0.0
H -0.2910 -1.9720 0.3261 0.1 0.2 -0.1
H 2.3487 -1.4578 0.5245 -0.2 0.1 0.0
N -0.4048 0.1513 -0.2717 -0.1 0.1 -0.1
H 2.7334 1.1221 -0.1039 -0.1 0.0 0.2
H -2.4182 -0.4724 -0.2251 0.1 0.2 0.1
C 0.6031 1.3602 -0.2550 0.3 -0.3 0.2
C -1.8069 0.3737 0.1074 -0.1 0.1 0.1
H -1.8906 0.4838 1.1891 0.1 0.0 -0.1
H -0.3247 0.2687 -1.2966 -0.3 -0.5 -0.1
H -2.1331 1.2924 -0.3805 0.0 -0.1 0.1
C 0.2615 -1.0550 0.1663 0.2 0.1 -0.1



4.
82
Properties=species:S:1:pos:R:3:forces:R:3 method="wB97M-V/def2-TZVPD" lumo_ev=0.730 homo_lumo_gap_ha=0.2722 relative_energy_kcal_mol=1.3 e_homo_ev=-6.68
H 0.1101 0.5971 -2.7856 -0.1 -0.1 0.1
C 2.2278 3.3339 -2.6636 0.0 0.0 0.0
H -3.3390 -4.9852 -0.8371 0.0 0.0 0.0
H -5.3870 1.0043 3.4457 0.0 0.0 0.0
C -3.3746 4.1553 -1.1141 0.0 0.0 0.0
C 3.2279 -2.0134 -1.1896 0.0 -0.1 -0.1
C -1.0293 4.2434 -1.3858 0.0 0.0 0.0
P -2.0113 -1.4458 -0.3682 0.1 0.0 0.2
H -3.4099 -3.7431 -2.0798 0.0 0.0 0.0
C -4.7778 0.4968 2.7065 0.0 0.0 0.0
H -0.2675 2.2489 -3.3149 0.0 0.0 0.0
C -2.3930 6.1365 -2.3482 0.0 0.0 0.0
C 0.5378 1.5343 -3.1283 0.0 0.1 -0.1
C 1.7926 3.2589 0.6006 0.1 0.1 0.0
H -2.1502 -2.5721 -3.2628 0.0 0.0 0.0
H 2.3180 5.2831 1.1118 0.0 0.0 0.0
H 5.2577 -1.6508 -0.6008 0.0 0.0 0.0
Sn 0.0346 -0.1308 0.8181 0.0 0.1 -0.1
C -2.4708 -0.8028 -2.0329 0.0 0.0 0.0
H -1.2470 -3.5352 -1.0298 0.0 0.0 0.0
C -2.9681 0.5711 1.1099 0.0 0.0 0.0
H -3.5803 2.2314 2.3186 0.0 0.0 0.0
C -2.2570 4.8305 -1.6155 0.0 0.0 0.0
H -2.5701 -3.5751 1.7220 0.1 0.0 0.0
C 1.6246 4.7691 0.4418 0.0 0.0 0.0
H 2.8092 2.9735 0.3016 0.0 0.0 0.0
H 2.8008 3.0562 -3.5515 0.0 0.0 0.0
P 0.7022 2.2188 -0.4714 -0.1 -0.1 0.2
H 0.5585 3.0293 2.3727 0.0 0.0 0.0
H -4.1685 2.4881 -0.0646 0.0 0.0 0.0
O 1.3846 -2.6657 0.1713 -0.1 -0.1 0.2
H 1.8176 5.1204 -0.5700 0.0 0.0 0.0
H 3.3785 -3.0683 -1.4203 0.0 0.0 0.0
C -3.2125 -0.7828 0.8146 -0.1 0.0 0.0
H 2.2285 3.4875 2.7049 0.0 0.0 0.0
C -1.7901 -3.8259 1.0016 -0.1 0.0 0.0
C 1.5279 2.0933 -2.1122 0.1 0.1 -0.1
H -0.8382 -3.4455 1.3678 0.1 0.0 0.0
H -1.7706 -1.0510 -4.0616 0.0 0.0 0.0
H -5.6679 -2.2256 3.9598 0.0 0.0 0.0
H 4.7144 0.1459 0.8758 0.0 0.0 0.0
H -4.2797 -3.5212 -0.5725 0.0 0.0 0.1
C -2.0130 2.3742 -0.1584 0.0 0.0 0.0
H 4.2161 -2.2581 0.6923 0.0 0.0 0.0
C -3.9673 -0.7186 -2.3183 0.0 0.0 0.0
H 1.0470 1.3443 -4.0759 0.0 0.0 0.0
C -3.3573 -3.9058 -1.0044 0.0 0.0 0.0
H 1.8455 1.8239 2.2509 0.0 0.0 0.0
H 3.3344 -1.4254 -2.1040 0.0 0.0 0.0
H -6.6314 -2.2799 2.4885 0.0 0.0 0.0
H 2.2843 1.3229 -1.9265 0.0 0.0 0.0
H -4.3973 -2.5161 1.2714 0.0 0.0 0.0
H -0.1453 4.7371 -1.7710 0.0 0.0 0.0
C -2.1015 -3.2769 -0.3935 0.0 -0.1 -0.1
C -3.7663 1.1937 2.0719 0.0 0.0 0.0
N 3.9479 -0.2241 0.3267 0.0 0.0 0.0
H 0.6129 5.0740 0.7131 0.0 0.0 0.0
N -1.8819 1.1766 0.4777 0.0 -0.1 0.1
H -1.7218 -4.9143 0.9524 0.0 0.0 0.0
C -1.7155 -1.5834 -3.1100 0.0 0.0 -0.1
H -4.1299 -0.2024 -3.2673 0.0 0.0 0.0
C -5.0213 -0.8472 2.4327 0.0 0.0 0.0
H -0.6610 -1.7146 -2.8609 0.0 0.1 0.0
C 1.8413 -1.8366 -0.6081 0.0 -0.1 -0.2
C -0.8775 3.0458 -0.6761 0.0 0.1 0.0
H -4.4244 -1.7053 -2.3958 0.0 0.0 0.0
H -2.0791 0.2193 -2.0076 0.0 0.0 0.0
H 2.9250 3.7757 -1.9528 0.0 0.0 0.0
H -2.5411 6.9730 -1.6612 0.0 0.0 0.0
C 1.5957 2.8686 2.0655 0.0 0.0 0.0
O 1.2288 -0.7462 -0.9420 0.0 0.1 0.1
C -4.2218 -1.4698 1.4837 0.0 0.0 0.0
H -4.4928 -0.1622 -1.5417 0.0 0.0 0.0
H -1.5013 6.3515 -2.9380 0.0 0.0 0.0
H -3.2451 6.1230 -3.0294 0.0 0.0 0.0
C 4.2581 -1.5732 -0.1561 0.1 0.0 0.0
H 3.8089 0.4015 -0.4589 0.0 0.0 0.0
H 1.5133 4.0984 -2.9704 0.0 0.0 0.0
C -6.0919 -1.6124 3.1617 0.0 0.0 0.0
H -4.3630 4.5671 -1.2909 0.0 0.0 0.0
C -3.2697 2.9777 -0.4125 0.0 0.0 0.0
H -6.8177 -0.9389 3.6168 0.0 0.0 0.0



5.
17
Properties=species:S:1:pos:R:3:forces:R:3 method="wB97M-V/def2-TZVPD" lumo_ev="-0.206 / -0.207" homo_lumo_gap_ha="0.3070 / 0.3070" relative_energy_kcal_mol=207.0 e_homo_ev="-8.56 / -8.56"
H -0.3475 -3.3300 0.2987 -0.9 -0.5 1.8
H 0.5001 -3.1345 -0.9971 -0.6 1.6 -0.5
C 0.3853 1.1253 2.0883 2.0 2.3 -3.2
H -1.3044 -3.1988 -1.2487 1.7 1.3 1.6
C -0.4569 -2.7227 -0.5570 -0.3 -4.4 -2.6
H -0.3742 1.6874 2.5692 -1.9 -0.1 -0.3
N -0.5780 -1.3850 -0.3347 0.4 2.2 0.6
H 1.0989 1.1627 2.8789 1.1 -1.3 0.3
H 0.8621 1.7410 1.1958 -1.1 -1.1 1.9
O 0.7990 0.7435 -2.5134 0.9 -0.4 -1.3
H -1.2691 0.9850 -1.7353 -0.8 0.4 0.5
O 0.1073 -0.1843 1.5850 -0.3 -0.4 0.9
O 1.5798 1.9862 -0.9241 0.6 0.4 0.1
N 0.6726 1.4184 -1.5173 -0.7 -0.5 0.7
C -0.6339 1.4116 -0.9810 1.3 -1.5 2.5
C -0.3382 -0.4559 0.3863 -0.3 1.7 -2.3
H -0.7028 2.1501 -0.1934 -0.9 0.3 -0.6



6.
12
Properties=species:S:1:pos:R:3:forces:R:3 method="wB97M-V/def2-TZVPD" lumo_ev=0.378 homo_lumo_gap_ha=0.3329 relative_energy_kcal_mol=76.2 e_homo_ev=-8.68
C 0.6205 1.0669 -0.9769 2.5 0.9 2.2
N 0.5754 1.3160 0.4129 2.5 2.4 -4.5
N -1.0650 -1.7246 0.1328 1.6 4.3 3.4
O 1.5349 1.5558 -1.8604 2.9 2.4 0.6
H 2.4921 2.0697 -1.5667 -4.8 -2.3 -0.3
C -0.5270 -0.3833 -0.2196 -3.1 -6.7 -0.2
N -0.0884 0.0006 -1.3902 0.4 0.8 0.5
O -0.4079 0.1188 2.1760 2.8 -3.0 -1.9
H -1.4232 -2.0558 -0.6526 -2.0 -2.3 -4.4
H 0.2896 -0.7010 2.3923 -2.6 3.1 -0.7
H -1.8399 -1.5946 0.7962 0.5 -0.1 -0.3
N -0.1610 0.3314 0.7562 -0.7 0.4 5.5



7.
13
Properties=species:S:1:pos:R:3:forces:R:3 method="wB97M-V/def2-TZVPD" charge=-1 lumo_ev=4.555 homo_lumo_gap_ha=0.2669 relative_energy_kcal_mol=61.5 e_homo_ev=-2.71
O 0.9887 1.2258 1.7559 0.3 -2.4 -1.4
N 0.8634 -0.5190 -0.4574 -1.2 -1.1 0.6
C 1.6555 0.4268 0.9393 0.4 0.6 0.8
H 0.8493 -0.3736 -1.5137 0.7 0.6 1.9
H 2.2416 -0.5427 1.3118 -1.5 1.5 -0.2
H -0.7476 1.1911 -0.3969 2.8 3.8 -0.1
C -1.4250 0.4788 -0.4162 -5.0 -5.0 1.7
H -1.0408 -1.5718 0.6395 1.9 1.8 -1.5
H -0.7884 -1.5309 -1.1496 -0.3 0.3 0.5
C -0.5835 -0.8885 -0.2580 -0.9 0.2 -0.4
H -2.1653 0.4520 -1.2363 1.0 0.1 -0.6
H -2.2169 0.6136 0.4066 1.5 0.0 -0.4
H 2.3690 1.0384 0.3749 0.3 -0.4 -0.8



8.
111
Properties=species:S:1:pos:R:3:forces:R:3 method="wB97M-V/def2-TZVPD" lumo_ev=0.009 homo_lumo_gap_ha=0.2824 e_homo_ev=-7.68
H 1.6777 1.1304 6.3334 0.0 0.0 0.0
H -0.2483 2.0392 -2.7464 0.0 0.0 0.0
S -1.0012 -0.6634 -2.5398 -0.3 -0.1 -1.1
C 0.2755 -4.3717 -1.8448 0.0 0.0 0.0
H 2.1783 -1.1707 -4.7992 0.0 0.0 0.0
C -1.0264 -0.2808 4.0136 0.3 0.1 -0.3
C 2.8796 -1.7098 0.4201 0.1 -0.1 -0.1
H -0.5876 -0.0969 -5.5667 0.0 0.0 0.0
H -1.6421 -3.5034 2.4183 0.0 0.0 0.1
C 6.0088 6.5398 1.5488 0.0 0.0 0.0
H 1.8268 0.2649 -5.7640 0.0 0.0 0.0
N 0.4179 0.0648 2.0688 -0.8 -0.2 -0.4
H 7.1424 8.1376 0.6894 0.0 0.0 0.0
H -4.5511 1.1069 -0.3327 0.0 0.0 0.0
O 1.4853 2.9272 -1.4349 0.2 0.1 0.2
H -2.8585 -3.2521 -1.2425 0.0 0.0 0.0
H -2.3672 0.3740 -4.1902 0.0 0.0 0.0
Cl 2.9292 1.3154 0.4912 0.6 0.8 -0.3
C -1.8747 0.7544 -3.2936 0.1 0.0 0.2
H -0.4711 0.3375 7.2871 0.0 0.0 0.0
H 1.7377 -3.8499 0.5386 0.0 0.0 0.0
O 3.1188 -1.5402 1.5912 -0.1 0.0 0.0
C 4.5498 1.0955 1.2001 0.1 -0.3 0.1
C 3.6098 6.6993 -2.0202 0.1 0.0 0.1
H -2.8162 -3.1399 1.1449 0.0 0.0 0.0
H -3.1041 2.1162 2.9952 0.0 0.0 0.0
F 4.6453 -3.3173 0.3117 0.0 0.0 0.0
H -2.4487 3.2574 -4.5015 0.0 0.0 0.0
C 1.6212 6.4016 1.2516 0.0 0.0 -0.1
C 5.8997 8.5725 -1.6503 0.0 -0.1 0.1
C -0.5517 -1.6016 -4.0191 0.2 0.2 0.0
C 1.1298 0.6568 4.3330 -0.2 -0.1 -0.3
C -2.0509 -3.7915 -1.7192 0.0 0.0 0.0
F 3.3609 -3.1965 -1.4197 0.0 0.0 0.0
C 0.9048 0.7251 5.6952 0.1 0.1 0.0
H 6.7874 9.1286 -1.3532 0.0 0.0 0.0
H -1.4935 -2.0931 -4.2776 0.0 0.0 0.0
C 4.4708 6.6668 -0.7843 -0.1 0.0 0.0
C -0.2929 0.2856 6.2219 0.0 0.0 0.1
C -1.2626 -5.2146 -3.4948 0.0 0.0 0.0
C -0.7622 -3.7201 -1.1833 0.1 0.1 0.0
Ta 0.3118 0.0701 0.2684 0.3 -0.5 0.7
H 1.1144 -3.3574 2.1135 0.0 0.0 0.0
H -1.4602 -5.8155 -4.3732 0.0 0.0 0.0
H 1.2892 -4.3060 -1.4771 0.0 0.0 0.0
C 0.3653 6.7971 1.6646 0.0 0.0 0.0
C 5.5554 7.5355 -0.6116 0.0 0.0 0.0
H -4.4140 0.5288 1.3256 -0.1 -0.1 -0.1
H -3.9326 3.0291 1.0115 0.0 0.0 0.0
C 0.0239 -5.1196 -2.9891 0.0 0.0 0.0
H 0.2627 7.6996 2.2538 0.0 0.0 0.0
P -0.4986 -2.8178 0.3978 0.0 -0.3 0.0
O -3.2748 -1.2439 -0.2382 0.0 0.0 0.1
O 1.8853 -1.3038 -0.2939 -0.5 0.5 0.4
H 2.5552 6.6091 -1.7603 0.0 0.0 0.0
C -2.2981 -4.5385 -2.8608 0.0 0.0 0.0
H 0.1261 -1.6289 -6.0221 -0.1 0.0 0.0
C -0.7596 6.0608 1.3179 -0.1 0.1 0.0
C -0.9758 1.9561 -3.5534 -0.1 0.1 0.0
C 0.1887 0.1347 3.4209 0.1 0.1 0.4
C 3.9262 -2.4781 -0.4330 0.0 0.0 -0.1
H 1.4914 0.2530 -4.0284 0.0 0.0 0.0
C 0.8010 3.0986 -0.4390 -0.5 0.0 -0.6
H 4.6332 1.7790 2.0349 0.0 0.1 0.0
N -2.4918 1.9816 2.2020 0.0 0.3 -0.1
H 4.6498 0.0631 1.5105 0.0 0.0 0.0
C -1.7778 3.2518 -3.6401 0.0 -0.1 0.0
Cl -2.2711 -0.9117 3.0076 -0.1 -0.4 0.1
H 0.1257 -2.3649 -3.6288 -0.1 -0.1 0.0
H -1.6604 2.5377 2.3261 0.1 0.2 -0.1
C -2.8829 -0.1304 0.0388 -0.1 -0.2 0.0
H -0.4107 1.8124 -4.4751 0.1 0.0 0.0
H 6.0934 8.1166 -2.6225 0.0 0.0 0.0
H -2.2139 -0.5548 5.7581 0.0 0.0 0.0
C 4.9355 5.6833 1.3814 0.0 0.0 0.0
H 3.7456 7.6180 -2.5855 0.0 0.0 0.0
O -1.6249 0.2381 -0.1221 -0.2 -0.1 0.4
F 4.7690 -1.6025 -1.0023 0.0 0.0 0.0
H 4.6595 4.9751 2.1525 0.0 0.0 0.0
C -3.8490 0.9461 0.4904 0.2 0.2 0.0
C 1.4732 -0.3488 -4.9352 -0.1 0.0 0.0
H -1.1018 4.1022 -3.7281 0.0 0.0 0.0
H 0.4922 -4.8270 1.3197 0.0 0.0 0.0
H 3.8536 5.8600 -2.6767 0.0 0.0 0.0
C 0.6645 4.4477 0.2002 0.1 -0.2 0.4
O 0.0828 2.1252 0.1122 0.9 0.1 -0.1
C -3.1784 2.2357 0.9400 0.0 -0.1 0.1
H -1.7483 6.3917 1.6058 0.0 0.0 0.0
H -2.6484 1.0121 -2.5676 0.0 0.0 0.0
C 1.8020 5.2362 0.4898 -0.2 0.0 0.0
C -0.5903 4.8924 0.6003 0.0 0.0 0.0
H 6.6054 6.4967 2.4507 0.0 0.0 0.0
O 0.3059 -0.1004 -1.9769 -0.1 0.0 0.4
N 3.0612 4.8672 0.0799 0.1 -0.3 0.0
C 0.8480 -3.8098 1.1580 0.0 0.2 -0.1
C 6.3108 7.4560 0.5541 0.0 0.0 0.0
H 5.0815 9.2849 -1.7732 0.0 0.0 0.0
H -2.3796 3.3998 -2.7403 0.0 0.0 0.0
H -1.8899 -4.6600 1.0910 0.0 0.0 0.0
C -1.2635 -0.2125 5.3725 -0.1 0.0 0.1
H 2.4881 6.9972 1.5044 0.0 0.0 0.0
C -1.8565 -3.6039 1.3588 -0.1 0.2 -0.1
Cl 2.6254 1.2749 3.7375 0.1 0.0 0.1
H 0.8397 -5.6348 -3.4806 0.0 0.0 0.0
H -2.4478 2.5413 0.1890 0.0 -0.1 0.1
C 4.1777 5.7407 0.2205 0.0 0.0 0.0
C 0.0717 -0.8935 -5.2153 0.1 0.1 0.1
Cl 5.7986 1.4856 0.0215 0.0 0.0 0.0
H -1.4558 4.3154 0.3078 0.0 -0.1 0.1
H -3.3068 -4.5971 -3.2508 0.0 0.0 0.0
H 3.1028 4.1545 -0.6337 -0.1 0.0 -0.1



Ordered F_max results: 0.53 1.89 0.59 0.24 5.08 7.38 7.31 1.14; unit eV/A.